Arrangement P

A structure of composition C2H6N2S2, computed with ωB97M-V with the def2-TZVPD basis set.

XYZ file:
```
12
Properties=species:S:1:pos:R:3
C -0.912 -1.072 -0.321
C 1.101 2.779 -0.255
H -1.766 -2.914 -0.394
H -2.893 -1.616 -0.185
H -1.230 -0.030 -0.210
H -0.801 0.499 1.480
H 1.094 3.862 -0.368
H 1.874 2.220 -0.794
N -1.941 -1.926 -0.296
N 0.214 2.265 0.493
S 0.667 -1.473 -0.494
S 0.250 0.558 0.653
```

Results
multiplicity = 1
LUMO energy = 0.009 Ha
frontier orbital gap = 7.42 eV

***

Arrangement Q

An isolated molecule of C2H6N2S2, computed with ωB97M-V with the def2-TZVPD basis set.

XYZ file:
```
12
Properties=species:S:1:pos:R:3
C 1.531 -0.628 0.255
C -0.725 -0.685 -0.607
H 2.208 -0.039 0.838
H 2.027 -0.862 -0.709
H 1.325 -1.556 0.820
H 0.163 2.376 0.621
H -0.338 -1.564 -1.093
H -2.013 1.042 0.998
N 0.246 0.109 -0.001
N -1.986 -0.543 -0.693
S 0.451 1.709 -0.489
S -2.888 0.644 0.060
```

Results
multiplicity = 1
LUMO energy = 0.022 Ha
frontier orbital gap = 8.98 eV

***

Arrangement R

An isolated molecule of C2H6N2S2, computed with ωB97M-V with the def2-TZVPD basis set.

XYZ file:
```
12
Properties=species:S:1:pos:R:3
C -1.695 -0.172 -1.218
C -0.397 -0.108 -0.442
H -2.346 0.653 -1.027
H -1.472 -0.259 -2.316
H -2.283 -1.062 -0.916
H 0.628 -0.820 -2.012
H 2.792 -0.868 -0.208
H -0.779 0.306 2.902
N 0.750 -0.189 -1.238
N -0.193 -0.001 0.818
S 2.314 0.298 -0.784
S -1.557 0.018 1.814
```

Results
multiplicity = 1
LUMO energy = 0.028 Ha
frontier orbital gap = 8.91 eV

***

The structure with the greatest stability is arrangement R.

***

Arrangement P

An isolated molecule of C7H17N, computed with ωB97M-V with the def2-TZVPD basis set.

XYZ file:
```
25
Properties=species:S:1:pos:R:3
C 0.990 0.486 -1.005
C 1.494 1.371 -2.125
C 2.385 0.515 -2.995
C -0.488 0.819 -0.652
N -0.927 0.319 0.678
C -0.196 -0.649 1.368
C -1.137 -1.696 2.033
C -2.342 -1.015 2.849
H 0.959 -0.605 -1.361
H 1.634 0.590 -0.158
H 1.972 2.319 -1.800
H 0.746 1.829 -2.680
H 1.702 -0.260 -3.458
H 2.791 1.168 -3.887
H 3.258 -0.078 -2.551
H -0.667 2.117 -0.621
H -1.301 0.487 -1.254
H -1.268 0.967 1.340
H 0.592 -1.273 0.757
H 0.432 -0.241 2.098
H -1.776 -2.337 1.406
H -0.684 -2.128 2.952
H -2.925 -1.662 3.520
H -2.037 -0.216 3.461
H -3.206 -0.829 2.084
```

Results
multiplicity = 1
LUMO energy = 0.039 Ha
frontier orbital gap = 9.24 eV

***

Arrangement Q

An isolated molecule of C7H17N, computed with ωB97M-V with the def2-TZVPD basis set.

XYZ file:
```
25
Properties=species:S:1:pos:R:3
C -1.388 -1.806 -1.386
N -0.425 -1.607 -0.293
C 0.205 -0.274 -0.500
C 1.342 -0.047 0.521
C 2.026 1.448 0.686
C 2.290 1.722 2.220
C -0.859 0.800 -0.554
C -2.787 -1.497 -0.963
H -1.336 -2.853 -1.790
H -1.146 -1.173 -2.380
H -0.711 -1.710 0.623
H 0.778 -0.175 -1.390
H 1.047 -0.518 1.518
H 2.121 -0.708 0.205
H 2.982 1.395 0.165
H 1.420 2.263 0.196
H 3.267 1.482 2.533
H 2.137 2.951 2.165
H 1.632 1.316 2.931
H -1.100 1.022 -1.773
H -0.468 1.696 -0.044
H -1.759 0.478 -0.117
H -2.638 -1.155 0.081
H -3.039 -0.728 -1.733
H -3.592 -2.324 -0.919
```

Results
multiplicity = 1
LUMO energy = 0.041 Ha
frontier orbital gap = 9.60 eV

***

The structure with the greatest stability is arrangement P.

***

Arrangement P

A cluster of 2 separate species, CH4BBrO2 in total, computed with ωB97M-V with the def2-TZVPD basis set.

XYZ file:
```
9
Properties=species:S:1:pos:R:3
B 0.422 0.161 0.055
C -0.022 -1.192 -0.573
O 0.699 1.177 -0.798
O 0.526 0.217 1.402
Br -2.849 -0.085 0.105
H -0.203 -1.298 -1.628
H -0.208 -2.062 0.033
H 0.928 2.023 -0.413
H 0.708 1.059 1.818
```

Results
multiplicity = 1
LUMO energy = -0.107 Ha
frontier orbital gap = 6.52 eV

***

Arrangement Q

A cluster of 2 separate species, CH4BBrO2 in total, computed with ωB97M-V with the def2-TZVPD basis set.

XYZ file:
```
9
Properties=species:S:1:pos:R:3
B 0.505 0.561 -0.484
C -0.478 -1.657 1.336
O -0.653 0.302 -1.204
O 0.624 1.778 0.047
Br -2.070 -1.433 0.607
H 1.268 -0.404 -0.193
H 0.216 -2.338 0.676
H -0.719 1.239 -1.479
H 1.308 1.950 0.695
```

Results
multiplicity = 1
LUMO energy = -0.025 Ha
frontier orbital gap = 7.78 eV

***

The structure with the greatest stability is arrangement P.